Here is an isolated ion of composition C32H50BFN3O4 and charge +1 at a distorted geometry from the Open Molecules 2025 dataset. Energies are from wB97M-V/def2-TZVPD.

Properties
Highest occupied orbital energy, hartree: -0.4004
Total charge: +1

Last column: Mulliken charge in e.
Cartesian coordinates (Å):
C 3.3722 -3.5378 -1.6860  -0.567
C 4.3903 -2.7077 -2.3209  -0.227
C 4.0806 -1.1489 -2.6895  -0.754
N 2.7857 -0.6671 -2.1416  0.346
C 2.8205 -0.3108 -0.7052  -0.266
B 4.2138 -0.3962 0.1865  0.932
O 5.3201 0.5193 -0.0206  -0.704
O 4.3130 -1.4465 1.1561  -0.589
C 5.6127 -2.1085 1.1340  -0.659
C 1.5671 0.2134 0.0899  0.298
C 1.7261 0.5216 1.6346  -0.187
C 2.3111 2.0390 1.8231  -0.745
C 3.6988 2.0917 2.6366  -0.174
C 3.9321 3.5366 3.3693  -0.449
N 5.4307 3.7954 3.3826  -0.677
C 0.2382 0.3806 -0.7725  0.223
C -1.0469 0.9900 -0.1420  -0.285
C -1.2372 1.5939 1.3165  -0.760
C -1.8702 0.4572 2.3127  -0.283
C -1.6429 0.7883 3.8661  -0.449
C -2.3762 -0.2360 4.8823  -0.667
C -3.7758 -0.8154 4.3439  -0.546
C -3.6498 -2.1301 3.4281  -0.231
O -3.5445 -3.3532 4.2305  -0.332
C -4.7441 -4.1098 3.9769  0.639
C -6.0819 -3.7704 4.7847  -0.810
O -4.7727 -5.0685 3.1610  -0.520
C -2.3628 1.0996 -1.0052  -0.893
C -2.4480 0.6394 -2.4934  0.092
C -3.8627 0.8875 -3.2007  -0.507
N -4.6731 1.9965 -2.6457  -0.342
C -5.7609 1.5308 -1.7374  -0.691
C -1.1672 0.0150 -3.1583  0.719
C -1.3075 -0.4932 -4.6560  0.214
F -2.6537 -0.9191 -5.0627  -0.389
C -0.8273 0.5308 -5.7943  -0.619
C -0.2440 1.9225 -5.1736  -0.809
C 0.1765 -0.0650 -2.3027  0.392
C 1.5423 -0.5857 -2.9150  0.390
C 1.7182 -1.0141 -4.4570  -0.489
C 2.3102 -0.1475 -5.4399  -0.928
H 3.5184 -3.9580 -0.6243  0.221
H 2.4218 -3.8156 -2.2861  0.256
H 5.3998 -3.1597 -2.5991  0.406
H 4.1523 -1.1598 -3.8453  0.400
H 4.9860 -0.4633 -2.4561  0.435
H 4.9930 1.2911 -0.5367  0.364
H 6.3253 -1.4674 1.7837  0.280
H 6.0285 -2.3100 0.0900  0.255
H 5.4715 -3.1125 1.6938  0.215
H 2.4308 -0.1916 2.2209  0.525
H 0.7626 0.3609 2.2613  -0.555
H 1.5654 2.7210 2.3865  0.474
H 2.4876 2.5286 0.8044  0.317
H 3.8213 1.2583 3.4082  0.262
H 4.5434 2.0342 1.8460  0.035
H 3.4851 4.4044 2.7588  0.316
H 3.5992 3.5301 4.4646  0.275
H 5.6951 4.3732 2.5656  0.258
H 5.9464 2.9076 3.2394  0.294
H -2.0657 2.4073 1.2812  0.557
H -0.3345 2.1282 1.7613  -0.033
H -1.3418 -0.5261 2.0651  0.123
H -2.9787 0.3778 2.0079  0.431
H -1.9062 1.8831 4.0645  0.372
H -0.5084 0.6889 4.0916  0.093
H -2.6103 0.3690 5.8422  0.303
H -1.7067 -1.1311 5.1816  0.317
H -4.3005 -0.0088 3.6973  0.312
H -4.5169 -1.0635 5.1957  0.307
H -4.5753 -2.2368 2.7508  0.338
H -2.7423 -2.1237 2.7223  0.022
H -6.8439 -3.1808 4.1532  0.233
H -6.6157 -4.7327 5.1265  0.316
H -5.7846 -3.1882 5.7316  0.289
H -3.3162 1.5453 -0.5268  0.224
H -4.4405 -0.1000 -3.2389  0.320
H -3.6321 1.1711 -4.3017  0.131
H -4.1116 2.7610 -2.2523  0.320
H -6.4544 0.8594 -2.3801  0.285
H -5.3264 0.8095 -0.9348  0.237
H -6.3775 2.3650 -1.2642  0.275
H -0.7773 -1.5249 -4.6945  0.197
H -0.1204 0.0462 -6.5467  0.252
H -1.7625 0.8536 -6.3974  0.428
H 0.0129 2.6545 -6.0316  0.359
H -1.1118 2.4289 -4.5957  0.259
H 0.6438 1.7581 -4.4707  0.129
H 1.3861 -2.0494 -4.8493  0.277
H 2.1856 -0.2796 -6.5622  0.367
H 2.8896 0.7495 -4.9965  0.234


Here is a 5-piece molecular cluster, C27H29F19IN3O10 overall at a distorted geometry from the Open Molecules 2025 dataset. Energies are from wB97M-V/def2-TZVPD.

Properties
Highest occupied orbital energy, hartree: -0.3543

Last column: Mulliken charge in e.
Cartesian coordinates (Å):
C -5.0072 3.7174 0.0771  -0.986
C -3.9379 2.5830 -0.2297  -0.637
I -5.1259 0.7878 -0.5878  0.110
C -3.1832 3.0693 -1.5056  -1.641
C -1.7481 2.4947 -1.7404  2.530
C -1.6336 1.2121 -0.8864  -1.096
N -1.5412 0.2581 -0.3059  -0.537
C -0.6420 3.4204 -1.0849  0.513
C -0.9070 3.6227 0.4017  -0.425
N -1.3160 3.8244 1.4252  -0.362
C -0.5145 4.8350 -1.7140  -0.589
O -1.2805 5.8434 -0.9986  -0.193
N -1.5072 6.8663 -1.9500  0.090
O -2.6236 7.2016 -1.9454  -0.254
C -1.3331 2.0728 -3.1837  0.776
F -0.0578 2.4636 -3.4840  -0.376
F -1.2643 0.7105 -3.2332  -0.376
C -2.2184 2.4613 -4.4088  0.595
F -3.4163 1.8651 -4.4271  -0.271
F -1.5811 1.8815 -5.4737  -0.334
C -2.2856 3.9657 -4.8221  0.596
F -2.9190 4.7603 -3.9687  -0.189
F -1.1025 4.4494 -5.1806  -0.233
F -3.0156 3.9932 -5.9555  -0.309
H -5.9328 3.3043 0.5118  0.411
H -4.5437 4.3985 0.8240  0.302
H -5.2105 4.3367 -0.8200  0.265
H -3.3215 2.5242 0.6784  0.462
H -3.8983 2.9590 -2.3407  0.744
H -3.0759 4.1707 -1.3658  0.095
H 0.3590 2.9462 -1.1287  0.552
H 0.5522 5.1407 -1.6123  0.558
H -0.7456 4.9028 -2.7889  0.228
C 1.9979 0.0569 -2.2099  -0.828
C 2.1250 -0.9676 -1.1027  0.045
O 3.5011 -1.1151 -0.7021  -0.369
C 3.9558 -0.2120 0.1649  0.377
O 3.3166 0.6930 0.6203  -0.528
C 5.4089 -0.5260 0.5358  0.876
F 6.1480 -0.8419 -0.5410  -0.246
F 5.4794 -1.5693 1.3826  -0.251
F 6.0078 0.5093 1.1331  -0.240
H 2.6486 -0.1987 -3.0481  0.355
H 0.9696 0.1091 -2.5644  0.104
H 2.2974 1.0488 -1.8639  0.300
H 1.8007 -1.9382 -1.4638  0.187
H 1.4968 -0.7140 -0.2476  0.307
C 1.8886 -8.0027 -3.9620  -1.132
C 2.4926 -6.9721 -3.0313  -0.157
O 1.7115 -5.7630 -3.0302  -0.305
C 0.6418 -5.7609 -2.2335  0.330
O 0.2963 -6.6712 -1.5400  -0.509
C -0.0567 -4.3993 -2.2974  0.960
F -0.1727 -3.9411 -3.5549  -0.267
F 0.6286 -3.4633 -1.6033  -0.369
F -1.2900 -4.4354 -1.7901  -0.253
H 1.7652 -7.5877 -4.9639  0.315
H 2.5255 -8.8855 -4.0209  0.379
H 0.9005 -8.3109 -3.6181  0.314
H 3.4867 -6.6950 -3.3807  0.312
H 2.6026 -7.3610 -2.0183  0.278
C 0.4993 -6.1532 2.6383  -1.049
C 1.7900 -6.7461 3.1642  -0.210
O 1.5754 -8.0754 3.6684  -0.316
C 1.5754 -9.0521 2.7593  0.379
O 1.7375 -8.9011 1.5835  -0.512
C 1.3860 -10.4082 3.4467  0.883
F 0.4195 -10.3713 4.3793  -0.246
F 2.5152 -10.8013 4.0641  -0.256
F 1.0562 -11.3680 2.5770  -0.240
H -0.2770 -6.1843 3.4048  0.319
H 0.6503 -5.1180 2.3305  0.364
H 0.1268 -6.7177 1.7821  0.266
H 2.1541 -6.1537 4.0030  0.315
H 2.5723 -6.7441 2.4042  0.308
C 0.1147 5.0068 4.0455  -0.962
C 0.7722 5.9962 4.9851  -0.322
O 0.0215 7.2221 5.0443  -0.315
C -1.0231 7.2296 5.8737  0.364
O -1.3715 6.3098 6.5546  -0.509
C -1.6884 8.6098 5.8654  0.875
F -1.8267 9.0970 4.6202  -0.241
F -0.9611 9.5039 6.5599  -0.252
F -2.9073 8.5811 6.4130  -0.241
H -0.0306 5.4516 3.0612  0.218
H 0.7270 4.1106 3.9411  0.410
H -0.8694 4.7121 4.4109  0.298
H 1.7618 6.2594 4.6123  0.326
H 0.9049 5.5764 5.9829  0.342


Here is C27H22CoNO8PSSe2 as an isolated structure at a distorted geometry from the Open Molecules 2025 dataset. Energies are from wB97M-V/def2-TZVPD.

Properties
Highest occupied orbital energy (alpha / beta), hartree: -0.0752 / -0.0829
2S+1: 2
Total charge: -2

Last column: Mulliken charge in e.
Cartesian coordinates (Å):
Co 1.1622 0.4579 0.4794  1.114
O 1.3516 4.5292 0.6903  -0.838
C 1.2678 3.3510 1.0360  -0.024
O 0.8261 2.3935 0.3157  -0.392
C 1.5993 3.0017 2.4961  -0.004
C 0.4909 2.1033 3.0643  -0.285
C 0.5985 2.0247 4.5968  -1.042
C 1.8008 1.0626 4.7702  -1.173
C 2.2086 0.8374 3.3130  -0.167
O 0.9181 0.7928 2.6649  -0.359
C 2.8512 2.0943 2.7187  0.315
C 3.6765 1.7072 1.4701  -0.084
O 4.8103 2.1833 1.3684  -0.833
O 3.1455 0.8611 0.6761  -0.640
H 1.6869 3.9453 3.0326  0.386
H -0.5055 2.2981 2.6747  0.689
H -0.3147 1.6093 5.0256  0.337
H 0.7743 3.0079 5.0356  0.362
H 1.4925 0.1091 5.1996  0.324
H 2.6137 1.4798 5.3660  0.447
H 2.7468 -0.0787 3.1232  0.828
H 3.5475 2.5570 3.4171  0.455
Se 0.9222 0.6684 -2.1057  -0.743
P -1.2004 0.7934 -1.7166  0.773
Se -1.8927 0.6294 0.3077  -0.474
C -1.7921 2.3796 -2.4508  0.523
C -1.6436 2.5843 -3.8215  -0.462
C -2.0230 3.7853 -4.3968  -0.613
C -2.5476 4.8013 -3.6059  -0.364
C -2.6941 4.6020 -2.2418  -0.582
C -2.3188 3.3944 -1.6658  -0.235
C -2.1156 -0.3941 -2.7943  0.429
C -3.4945 -0.5084 -2.6470  -0.567
C -4.1957 -1.4763 -3.3489  -0.591
C -3.5216 -2.3417 -4.2019  -0.367
C -2.1488 -2.2222 -4.3588  -0.625
C -1.4460 -1.2533 -3.6543  -0.108
H -1.2131 1.7969 -4.4302  0.315
H -1.9029 3.9374 -5.4635  0.353
H -2.8252 5.7489 -4.0534  0.339
H -3.0931 5.3947 -1.6199  0.350
H -2.4159 3.2300 -0.5998  0.194
H -4.0072 0.1497 -1.9552  0.323
H -5.2658 -1.5780 -3.2081  0.360
H -4.0641 -3.1186 -4.7292  0.348
H -1.6136 -2.9073 -5.0062  0.368
H -0.3669 -1.1841 -3.7280  0.308
O 1.4745 -2.0182 3.0628  -0.697
C 1.3122 -2.3892 1.9106  0.509
N 1.0798 -1.6255 0.8034  0.377
S 0.8336 -2.5720 -0.5209  1.022
O -0.5225 -2.4799 -0.9865  -0.566
O 1.8818 -2.4707 -1.4999  -0.691
C 1.0517 -4.1386 0.2952  0.111
C 1.0816 -5.4243 -0.2061  -0.539
C 1.3817 -6.4547 0.6757  -0.516
C 1.6367 -6.1847 2.0203  -0.457
C 1.6071 -4.8834 2.5015  -0.535
C 1.3233 -3.8620 1.6110  -0.307
H 0.8766 -5.6144 -1.2522  0.432
H 1.4338 -7.4739 0.3124  0.360
H 1.8734 -6.9996 2.6946  0.362
H 1.8056 -4.6487 3.5394  0.462


Here is one molecule with the formula C5H13N at a distorted geometry from the Open Molecules 2025 dataset. Energies are from wB97M-V/def2-TZVPD.

Properties
Highest occupied orbital energy, hartree: -0.3303

Last column: Mulliken charge in e.
Cartesian coordinates (Å):
C 0.1654 1.0253 2.1261  -1.433
C -0.1923 0.3707 0.7989  0.411
C 0.6205 -0.8010 0.3479  -0.597
C 0.0256 -1.5551 -0.9712  -0.494
C -0.5504 -0.5784 -2.0175  -1.089
N -0.1345 1.4086 -0.2697  -0.656
H -0.5278 1.1172 2.8760  0.376
H 0.4700 2.0198 1.9275  0.354
H 0.9522 0.4672 2.6231  0.332
H -1.3274 0.0147 0.8046  0.262
H 0.5705 -1.5624 1.1637  0.292
H 1.6743 -0.3540 0.0397  0.241
H -0.7016 -2.3331 -0.6851  0.286
H 0.8150 -2.1808 -1.5203  0.305
H -1.4690 -0.2655 -1.6958  0.319
H -0.6464 -1.0417 -3.0145  0.367
H 0.1281 0.2437 -2.2441  0.261
H 0.8089 1.8095 -0.2977  0.232
H -0.6810 2.1955 0.0082  0.230


Here is C48H42BiGeN3O4P2 as an isolated structure from the Open Molecules 2025 dataset. Energies are from wB97M-V/def2-TZVPD.

Properties
Highest occupied orbital energy, hartree: -0.4797
Total charge: +2

Last column: Mulliken charge in e.
Cartesian coordinates (Å):
Bi -0.2602 0.0324 0.7098  2.802
C 0.5384 0.6265 3.9485  -1.180
P 1.9665 0.5154 2.7401  0.633
C 3.2390 1.5598 3.4965  0.238
C 3.7829 2.6013 2.7478  -0.285
C 4.7468 3.4379 3.3048  -0.768
C 5.1660 3.2313 4.6106  -0.509
C 4.6247 2.1925 5.3650  -0.851
C 3.6636 1.3589 4.8129  -0.349
C 2.5620 -1.2089 2.9205  0.958
C 1.6544 -2.2755 2.8305  -0.335
C 2.0879 -3.5957 2.8600  -0.965
C 3.4441 -3.8724 2.9803  -0.610
C 4.3558 -2.8288 3.0690  -0.657
C 3.9213 -1.5077 3.0356  -0.880
C -0.4838 1.5950 3.4218  -0.059
C -0.9859 2.7595 3.9281  -0.975
C -1.8905 3.3084 2.9577  -1.160
C -1.9145 2.4579 1.8928  -0.201
C -2.7734 2.4631 0.6542  -0.947
P -2.0034 1.5011 -0.6943  0.965
C -1.0568 2.6033 -1.7528  0.498
C -1.3793 2.8462 -3.0855  -0.395
C -0.5704 3.6911 -3.8394  -0.719
C 0.5456 4.2884 -3.2690  -0.733
C 0.8633 4.0543 -1.9348  -0.648
C 0.0704 3.2071 -1.1788  -0.771
C -3.2487 0.6051 -1.6084  0.547
C -4.6047 0.6966 -1.2926  -0.831
C -5.5304 -0.0458 -2.0143  -0.752
C -5.1072 -0.8791 -3.0407  -0.882
C -3.7545 -0.9786 -3.3513  -0.591
C -2.8220 -0.2420 -2.6401  -0.152
N -1.0612 1.3863 2.1677  0.858
H 0.9150 0.9592 4.9093  0.622
H 0.1144 -0.3694 4.0891  0.412
H 3.4483 2.7623 1.7262  0.364
H 5.1648 4.2496 2.7211  0.449
H 5.9191 3.8793 5.0462  0.412
H 4.9526 2.0349 6.3878  0.422
H 3.2566 0.5438 5.4042  0.446
H 0.5815 -2.0936 2.7823  0.161
H 1.3681 -4.4071 2.8079  0.481
H 3.7855 -4.9010 3.0222  0.426
H 5.4165 -3.0438 3.1696  0.452
H 4.6474 -0.7031 3.0967  0.487
H -0.7406 3.1916 4.8945  0.557
H -2.4566 4.2306 3.0511  0.564
H -2.9565 3.4718 0.2907  0.641
H -3.7402 2.0055 0.8649  0.520
H -2.2571 2.3976 -3.5342  0.482
H -0.8224 3.8884 -4.8749  0.497
H 1.1699 4.9470 -3.8632  0.441
H 1.7220 4.5416 -1.4876  0.520
H 0.3106 3.0403 -0.1260  0.533
H -4.9575 1.3438 -0.4991  0.460
H -6.5844 0.0300 -1.7722  0.468
H -5.8353 -1.4523 -3.6042  0.441
H -3.4237 -1.6313 -4.1488  0.499
H -1.7651 -0.3332 -2.8863  0.315
C -3.4343 -0.7406 3.0674  -1.240
C -3.1833 -1.4975 1.8021  -0.257
N -2.1617 -1.4166 0.9440  0.464
C -2.3874 -2.3861 -0.0471  -0.997
C -3.5604 -3.0191 0.2183  0.586
N -4.0233 -2.4498 1.3660  -0.104
C -4.4546 -4.0590 -0.3993  0.603
O -4.0283 -4.6839 -1.4682  -0.538
O -5.5158 -4.2537 0.1331  -0.580
C -1.4443 -2.6626 -1.1555  0.428
O -1.6407 -3.5643 -1.9618  -0.820
O -0.3727 -1.8881 -1.1778  0.125
H -2.8159 0.1472 3.1409  -0.038
H -3.2240 -1.3809 3.9296  0.384
H -4.4848 -0.4523 3.1271  0.470
H -4.8987 -2.7439 1.7834  0.300
H -3.1599 -4.3273 -1.7446  0.414
Ge 1.0690 -2.3740 -2.3900  0.337
C 2.3547 -1.2673 -1.5119  0.141
C 3.4832 -1.8047 -0.8978  -0.805
C 4.3830 -0.9692 -0.2430  -0.763
C 4.1635 0.4019 -0.1988  -0.577
C 3.0387 0.9509 -0.8101  -0.656
C 2.1395 0.1209 -1.4696  -0.160
C 0.4669 -1.7357 -4.0797  0.187
C 0.9703 -0.5336 -4.5890  -0.049
C 0.5444 -0.0737 -5.8308  -0.713
C -0.3580 -0.8245 -6.5751  -0.543
C -0.8379 -2.0342 -6.0826  -0.670
C -0.4345 -2.4905 -4.8352  -0.380
H 1.1789 -3.8701 -2.1500  0.028
H 3.6656 -2.8742 -0.9187  0.458
H 5.2592 -1.3926 0.2343  0.481
H 4.8766 1.0491 0.3041  0.514
H 2.8757 2.0247 -0.7967  0.446
H 1.2787 0.5628 -1.9745  0.815
H 1.7098 0.0346 -4.0372  0.521
H 0.9366 0.8560 -6.2271  0.479
H -0.6656 -0.4815 -7.5580  0.437
H -1.5200 -2.6290 -6.6798  0.477
H -0.8076 -3.4350 -4.4595  0.432


Here is an isolated ion of composition C2H5N2Si and charge +1 at a distorted geometry from the Open Molecules 2025 dataset. Energies are from wB97M-V/def2-TZVPD.

Properties
Highest occupied orbital energy (alpha / beta), hartree: -0.4431 / -0.5668
2S+1: 3
Total charge: +1

Last column: Mulliken charge in e.
Cartesian coordinates (Å):
C 0.0459 -0.5705 1.8229  -0.171
C 0.8259 -0.2259 -0.3874  0.205
N 0.1294 -0.7402 0.6144  -0.347
N 0.2264 0.5361 -1.2458  -0.242
Si -1.6402 0.8379 -0.8516  0.244
H -0.5284 -1.3268 2.4759  0.255
H 1.8091 -0.6467 -0.4694  0.421
H 0.7361 0.6747 -2.1158  0.302
H -1.9317 1.1643 -2.1604  0.024
H 0.3274 0.2971 2.3171  0.309